{
  "formula": "C42H54B2ClF4N6PZn",
  "method": "ωB97M-V/def2-TZVPD",
  "elements": ["Zn", "C", "C", "C", "C", "N", "N", "B", "N", "N", "C", "C", "C", "C", "C", "C", "C", "C", "N", "N", "C", "C", "C", "C", "C", "C", "C", "C", "C", "C", "C", "C", "H", "H", "H", "H", "H", "H", "H", "H", "H", "H", "H", "H", "H", "H", "H", "H", "H", "H", "H", "H", "H", "H", "H", "H", "H", "H", "H", "H", "H", "H", "H", "H", "H", "H", "H", "H", "H", "H", "H", "H", "Cl", "C", "C", "C", "C", "C", "C", "P", "C", "C", "C", "C", "C", "C", "C", "C", "C", "C", "C", "C", "H", "H", "H", "H", "H", "H", "H", "H", "H", "H", "H", "H", "H", "H", "F", "B", "F", "F", "F"],
  "xyz": [[-0.391, 0.357, -0.005], [-2.120, 5.396, -0.173], [-0.999, 4.429, -0.360], [0.325, 4.696, -0.631], [0.950, 3.448, -0.742], [0.061, 2.477, -0.514], [-1.141, 3.094, -0.312], [-2.470, 2.319, -0.163], [-2.522, 1.640, 1.214], [-1.496, 0.884, 1.721], [-1.871, 0.528, 2.961], [-3.139, 1.050, 3.229], [-3.519, 1.741, 2.105], [-4.806, 2.452, 1.861], [-1.149, -0.325, 3.985], [-1.215, 0.382, 5.348], [0.314, -0.564, 3.660], [-1.863, -1.681, 4.079], [-2.608, 1.336, -1.341], [-1.607, 0.479, -1.711], [-2.013, -0.123, -2.831], [-3.284, 0.339, -3.178], [-3.631, 1.249, -2.206], [-4.897, 2.027, -2.088], [-1.175, -1.051, -3.676], [0.127, -1.383, -2.974], [-0.869, -0.345, -5.004], [-1.944, -2.347, -3.955], [2.375, 3.271, -1.229], [2.774, 1.797, -1.367], [3.349, 4.005, -0.299], [2.453, 3.915, -2.625], [-1.735, 6.410, -0.254], [-2.586, 5.280, 0.806], [-2.896, 5.259, -0.927], [0.765, 5.668, -0.768], [-3.369, 3.097, -0.223], [-3.717, 0.932, 4.128], [-5.411, 2.405, 2.764], [-5.362, 1.972, 1.056], [-4.657, 3.498, 1.594], [-0.839, 1.404, 5.276], [-0.600, -0.161, 6.068], [-2.232, 0.418, 5.739], [0.912, 0.320, 3.868], [0.436, -0.849, 2.616], [0.688, -1.381, 4.278], [-2.927, -1.560, 4.284], [-1.416, -2.270, 4.884], [-1.771, -2.233, 3.145], [-3.880, 0.043, -4.024], [-5.543, 1.782, -2.929], [-4.714, 3.102, -2.092], [-5.426, 1.776, -1.170], [0.730, -0.487, -2.804], [-0.089, -1.841, -2.010], [0.717, -2.090, -3.559], [-0.319, 0.583, -4.835], [-1.786, -0.103, -5.542], [-0.264, -0.996, -5.639], [-2.237, -2.836, -3.028], [-1.319, -3.024, -4.543], [-2.854, -2.146, -4.524], [3.362, 1.447, -0.517], [3.377, 1.655, -2.266], [1.889, 1.165, -1.454], [3.257, 3.648, 0.726], [3.163, 5.081, -0.304], [4.375, 3.839, -0.633], [1.812, 3.381, -3.329], [3.481, 3.872, -2.992], [2.139, 4.958, -2.606], [1.930, 1.505, 1.686], [3.122, 0.264, 1.903], [4.226, 0.590, 2.682], [5.237, -0.334, 2.865], [5.152, -1.580, 2.257], [4.050, -1.889, 1.483], [3.000, -0.985, 1.298], [1.580, -1.497, 0.241], [0.930, -3.000, 1.059], [1.370, -3.442, 2.303], [0.817, -4.578, 2.879], [-0.178, -5.280, 2.219], [-0.614, -4.853, 0.972], [-0.061, -3.724, 0.395], [2.550, -2.238, -1.145], [2.629, -3.615, -1.339], [3.407, -4.138, -2.364], [4.122, -3.297, -3.202], [4.060, -1.925, -3.006], [3.279, -1.403, -1.988], [4.280, 1.571, 3.134], [6.095, -0.078, 3.472], [5.944, -2.306, 2.384], [3.995, -2.860, 1.006], [2.137, -2.900, 2.839], [1.159, -4.905, 3.852], [-0.622, -6.153, 2.678], [-1.408, -5.375, 0.457], [-0.428, -3.401, -0.568], [2.082, -4.290, -0.698], [3.451, -5.210, -2.505], [4.727, -3.708, -3.999], [4.616, -1.256, -3.650], [3.242, -0.334, -1.853], [-1.670, -1.484, 0.291], [-3.050, -1.986, 0.247], [-3.282, -2.705, 1.408], [-3.131, -2.819, -0.871], [-3.897, -0.891, 0.137]],
  "mol_weight_da": 872.369,
  "energy_ha": -4991.8535,
  "orbital_gap_ev": 8.76,
  "de_lowest_ev": 0.000,
  "homo_energy_ha": -0.3129
}

{
  "formula": "C36H43N3O4",
  "method": "ωB97M-V/def2-TZVPD",
  "elements": ["C", "N", "C", "C", "C", "C", "C", "C", "C", "C", "O", "O", "C", "C", "C", "O", "C", "O", "C", "C", "H", "H", "H", "H", "H", "H", "H", "H", "H", "H", "H", "H", "H", "H", "H", "H", "H", "H", "C", "N", "C", "C", "C", "C", "C", "C", "C", "C", "C", "C", "C", "C", "C", "N", "C", "C", "C", "C", "C", "C", "C", "H", "H", "H", "H", "H", "H", "H", "H", "H", "H", "H", "H", "H", "H", "H", "H", "H", "H", "H", "H", "H", "H", "H", "H", "H"],
  "xyz": [[7.000, 2.201, -2.173], [5.937, 1.504, -2.867], [5.880, 1.758, -4.292], [4.906, 0.842, -2.185], [3.759, 1.543, -1.752], [2.742, 0.870, -1.090], [2.811, -0.511, -0.910], [1.668, -1.261, -0.238], [1.773, -1.350, 1.219], [2.770, -2.293, 1.722], [3.373, -3.101, 1.037], [3.102, -2.212, 3.058], [2.152, -1.528, 3.892], [0.869, -2.327, 4.049], [2.850, -1.330, 5.241], [1.890, -0.223, 3.341], [1.539, -0.175, 2.013], [1.117, 0.881, 1.564], [3.954, -1.206, -1.305], [5.001, -0.545, -1.922], [6.949, 1.986, -1.099], [7.974, 1.872, -2.564], [6.921, 3.288, -2.331], [5.036, 1.215, -4.733], [5.766, 2.836, -4.492], [6.816, 1.422, -4.763], [3.689, 2.616, -1.937], [1.894, 1.419, -0.681], [0.726, -0.747, -0.431], [1.649, -2.294, -0.606], [0.382, -2.489, 3.081], [1.110, -3.293, 4.505], [0.192, -1.782, 4.715], [3.792, -0.797, 5.091], [2.212, -0.757, 5.916], [3.063, -2.306, 5.683], [4.025, -2.271, -1.084], [5.904, -1.078, -2.222], [-4.925, 3.291, 4.018], [-3.803, 3.800, 3.257], [-3.166, 4.948, 3.863], [-2.149, 5.609, 2.949], [-1.218, 4.586, 2.302], [-1.947, 3.400, 1.758], [-3.280, 3.129, 2.194], [-4.011, 2.113, 1.521], [-3.407, 1.323, 0.567], [-1.995, 1.401, 0.314], [-1.263, 0.471, -0.473], [-1.800, -0.717, -1.053], [-1.267, -1.253, -2.265], [-1.826, -2.343, -2.905], [-2.964, -2.996, -2.339], [-3.570, -4.025, -3.000], [-4.622, -4.811, -2.392], [-3.003, -4.643, -4.179], [-2.204, -3.668, -5.025], [-1.230, -2.860, -4.174], [-3.429, -2.550, -1.071], [-2.858, -1.464, -0.445], [-1.329, 2.526, 0.885], [-5.200, 2.283, 3.701], [-4.668, 3.259, 5.088], [-5.801, 3.948, 3.910], [-3.954, 5.661, 4.144], [-2.681, 4.630, 4.802], [-2.677, 6.164, 2.165], [-1.572, 6.330, 3.533], [-0.666, 5.071, 1.488], [-0.464, 4.253, 3.031], [-5.065, 1.964, 1.760], [-4.019, 0.618, 0.009], [-0.315, 0.848, -0.864], [-0.409, -0.750, -2.724], [-5.272, -4.193, -1.767], [-5.228, -5.250, -3.194], [-4.223, -5.637, -1.781], [-2.359, -5.490, -3.880], [-3.836, -5.065, -4.756], [-1.661, -4.231, -5.787], [-2.892, -2.989, -5.541], [-0.849, -2.018, -4.762], [-0.360, -3.492, -3.933], [-4.252, -3.072, -0.584], [-3.223, -1.166, 0.537], [-0.276, 2.677, 0.647]],
  "mol_weight_da": 581.757,
  "energy_ha": -1862.7741,
  "orbital_gap_ev": 4.04,
  "de_lowest_ev": 0.000,
  "homo_energy_ha": -0.2179
}

{
  "formula": "C25H46O3P2PbS",
  "method": "ωB97M-V/def2-TZVPD",
  "elements": ["Pb", "C", "C", "C", "C", "C", "C", "H", "H", "H", "C", "H", "H", "H", "C", "H", "H", "H", "C", "H", "H", "H", "C", "H", "H", "H", "C", "C", "C", "C", "C", "C", "C", "C", "H", "H", "H", "H", "H", "H", "H", "H", "H", "H", "H", "H", "P", "P", "C", "C", "H", "H", "H", "H", "C", "H", "H", "H", "C", "H", "H", "H", "C", "H", "H", "H", "C", "H", "H", "H", "C", "S", "O", "O", "O", "H", "H", "H"],
  "xyz": [[-3.983, 0.077, -4.295], [0.636, 0.057, 2.304], [1.628, 0.544, 1.414], [-0.148, 1.998, 1.354], [-0.444, 0.972, 2.284], [1.151, 1.750, 0.837], [0.701, -1.147, 3.154], [1.670, -1.637, 3.059], [-0.075, -1.872, 2.873], [0.562, -0.916, 4.219], [-1.640, 0.946, 3.147], [-1.531, 0.189, 3.931], [-2.564, 0.698, 2.600], [-1.778, 1.924, 3.634], [-1.022, 3.139, 1.020], [-1.048, 3.914, 1.802], [-2.054, 2.793, 0.872], [-0.712, 3.623, 0.087], [1.910, 2.611, -0.082], [2.770, 3.100, 0.402], [1.264, 3.396, -0.481], [2.312, 2.043, -0.932], [2.930, -0.084, 1.126], [3.742, 0.656, 1.138], [2.935, -0.557, 0.135], [3.166, -0.874, 1.851], [0.749, -3.464, -1.431], [1.782, -3.126, -0.577], [3.264, -3.078, -0.991], [3.721, -2.557, -2.428], [3.214, -1.177, -2.756], [1.940, -0.760, -2.759], [0.629, -1.523, -2.938], [0.655, -3.046, -2.912], [3.659, -4.122, -0.913], [3.569, -3.307, -3.226], [3.809, -2.469, -0.237], [1.506, -3.434, -3.499], [0.119, -4.318, -1.160], [1.657, -3.241, 0.505], [-0.240, -3.519, -3.376], [-0.041, -1.192, -2.123], [1.757, 0.271, -2.452], [0.143, -1.142, -3.853], [4.813, -2.439, -2.368], [3.936, -0.394, -3.002], [-1.800, -1.170, -5.909], [-2.011, 1.825, -6.437], [-2.228, -0.718, -7.669], [-2.540, 0.775, -7.842], [-3.085, -1.354, -7.952], [-1.379, -1.035, -8.300], [-2.106, 1.150, -8.780], [-3.629, 0.899, -7.918], [-2.262, 3.406, -7.365], [-1.772, 4.244, -6.855], [-3.330, 3.626, -7.429], [-1.858, 3.320, -8.383], [-0.183, 1.815, -6.756], [0.046, 1.837, -7.821], [0.303, 0.957, -6.292], [0.241, 2.710, -6.294], [-3.030, -2.557, -5.666], [-2.883, -2.899, -4.630], [-2.891, -3.382, -6.390], [-4.043, -2.133, -5.811], [-0.366, -2.256, -6.257], [0.287, -1.798, -7.010], [-0.724, -3.228, -6.627], [0.207, -2.404, -5.335], [-3.253, -0.792, -0.044], [-3.889, -0.712, -1.692], [-2.769, -1.115, -2.650], [-5.068, -1.548, -1.781], [-4.114, 0.743, -2.023], [-3.765, -1.645, 0.408], [-3.517, 0.191, 0.389], [-2.176, -1.042, -0.057]],
  "mol_weight_da": 695.855,
  "energy_ha": -2478.9501,
  "orbital_gap_ev": [5.21, 5.14],
  "de_lowest_ev": 1.343,
  "homo_energy_ha": [-0.4789, -0.4789],
  "charge": 2
}